Molecular formula: C27H27NO7
Method: DFT, the ωB97M-V functional and the def2-TZVPD basis

XYZ file:
```
62
Properties=species:S:1:pos:R:3:forces:R:3:lowdin_charge:R:1
O -1.585 2.075 0.520 -1.90 0.97 4.50 0.128
C -1.285 1.754 -0.564 1.04 4.50 -2.99 -0.443
N -1.237 2.688 -1.585 -1.05 3.58 3.58 0.004
C -1.512 4.197 -1.171 1.79 0.04 2.18 0.025
H -1.835 4.341 0.048 1.02 -0.65 -3.87 0.187
C -0.217 5.190 -1.515 -4.24 -4.07 -4.21 -0.122
O 0.286 5.062 -2.860 -2.24 -1.73 0.17 -0.142
C 0.286 3.648 -3.198 5.30 0.52 2.13 -0.193
H 0.591 3.640 -4.270 -0.14 -0.44 0.97 0.134
C -0.787 2.675 -2.871 -3.14 0.48 -5.92 -0.246
H -0.550 1.678 -3.343 -0.04 1.08 0.93 0.145
H -1.744 3.092 -3.660 2.02 -1.21 2.02 0.191
H 1.192 3.324 -2.380 -1.60 -0.02 -2.55 0.177
H -0.524 6.132 -1.532 -1.31 4.07 1.01 0.081
H 0.432 4.888 -0.874 4.77 -1.20 4.15 0.021
H -2.229 4.619 -1.826 -1.43 -0.25 -0.48 0.081
C -0.861 0.489 -0.864 -1.01 -2.22 -0.91 -0.343
C -1.717 -0.453 -0.742 -2.98 -5.93 -0.37 0.078
C -1.622 -2.034 -1.204 6.78 4.52 0.51 -0.102
C -1.081 -2.763 -0.024 -1.89 3.05 3.22 -0.103
C -1.132 -2.201 1.303 1.53 -0.86 -5.84 -0.023
O -0.600 -2.872 2.236 0.70 -3.61 3.55 0.051
C -0.493 -4.308 2.151 0.87 1.60 0.67 -0.099
C -0.015 -4.955 3.324 -3.69 0.94 2.05 0.006
C -0.232 -6.359 3.248 5.96 -0.07 7.51 -0.104
C -0.099 -7.104 2.143 -1.60 6.45 2.03 -0.095
C -0.379 -6.293 1.180 -2.60 -2.94 -13.35 -0.073
C -0.718 -5.017 0.913 2.16 3.93 7.62 -0.088
C -0.893 -4.132 -0.179 -1.49 -4.34 -2.66 -0.361
O -1.090 -4.779 -1.223 0.26 1.36 -1.18 0.042
H -0.603 -6.849 -0.042 1.11 1.16 3.41 0.216
H -0.025 -8.035 2.143 0.83 -7.86 -0.37 0.048
H 0.320 -6.932 4.212 -2.34 1.46 -1.83 0.168
H -0.073 -4.396 4.476 0.53 -1.61 -3.89 0.195
H -1.163 -1.158 1.558 -0.75 0.39 -0.22 0.136
C -0.415 -2.029 -2.373 1.78 -2.78 7.36 0.024
C 0.560 -1.021 -1.708 7.97 1.03 -4.34 -0.189
O 1.544 -1.547 -0.661 -9.40 -3.84 -2.62 -0.084
C 2.449 -0.821 -0.161 7.40 1.81 1.02 -0.336
C 2.139 0.540 0.395 -3.12 -4.22 6.72 -0.163
C 1.443 0.352 1.757 0.84 5.67 -4.60 0.059
C 1.014 1.686 2.106 -5.37 -9.99 7.31 -0.060
C 1.165 2.928 1.722 0.77 -1.06 0.60 -0.338
C 2.037 2.945 0.734 0.43 -3.67 -2.75 -0.009
C 2.360 1.793 -0.024 0.19 -0.13 2.12 -0.023
H 3.074 1.609 -0.727 1.90 1.59 -2.89 0.097
H 2.334 3.764 0.319 1.94 5.33 -2.21 0.063
C 0.568 3.979 2.441 -9.04 1.89 -11.58 -0.058
O -0.967 3.864 2.592 5.06 3.51 6.32 -0.036
H -1.227 3.413 1.898 -2.11 -3.89 -5.55 -0.089
H 0.532 4.865 1.518 0.69 -1.60 2.77 0.185
H 0.971 4.355 3.165 4.12 3.72 8.55 0.028
H 0.024 1.372 3.135 2.98 1.72 -2.74 0.218
H 1.127 -0.586 2.199 0.20 0.31 0.08 0.091
H 3.260 -0.757 -0.878 0.73 1.03 -1.24 0.109
H 3.082 -1.603 0.472 -1.52 2.01 0.22 0.184
O 0.223 0.369 -1.543 3.36 -2.46 -1.25 0.036
H 1.557 -0.859 -2.574 -3.12 -0.29 1.72 0.219
H -0.785 -1.636 -3.233 -0.64 0.73 -2.82 0.073
H 0.263 -3.116 -2.324 -2.48 3.25 -0.78 0.208
H -2.488 -2.398 -1.502 -4.04 -1.50 -1.64 0.087
H -2.653 -0.318 -0.275 -0.78 0.74 0.65 0.125
```
Positions in Å, forces in eV/Å.

The calculation puts the energy at -1625.7264 a.u. Its HOMO-LUMO gap is 8.44 eV.